(1)
{"formula": "C22H25CrN6OPS2", "method": "ωB97M-V/def2-TZVPD", "s2": 6.0290, "homo_lumo_gap_ev": [3.706, 3.916], "multiplicity": 5, "total_energy_ha": -3439.29970, "homo_ev": [0.906, 0.693], "total_charge": -2, "elements": ["Cr", "C", "S", "C", "S", "N", "N", "C", "C", "C", "C", "C", "C", "N", "H", "H", "H", "H", "H", "H", "H", "H", "C", "N", "C", "N", "C", "N", "C", "P", "C", "C", "H", "H", "H", "H", "H", "H", "H", "H", "H", "H", "H", "H", "C", "C", "C", "C", "C", "C", "C", "H", "H", "H", "H", "H", "O", "C"], "positions_angstrom": [[0.889, -0.709, 0.997], [4.952, -0.925, -2.414], [4.383, -2.540, -1.832], [2.994, -2.034, -0.860], [3.262, -1.056, 0.573], [1.840, -2.501, -1.219], [0.824, -2.151, -0.420], [-0.423, -2.678, -0.706], [-1.475, -2.185, 0.005], [-2.852, -2.585, -0.146], [-3.832, -1.991, 0.576], [-3.503, -0.959, 1.516], [-2.178, -0.620, 1.639], [-1.171, -1.162, 0.941], [5.929, -1.061, -2.883], [5.048, -0.246, -1.568], [4.260, -0.498, -3.142], [-0.519, -3.450, -1.463], [-3.079, -3.367, -0.863], [-4.866, -2.297, 0.443], [-4.255, -0.479, 2.127], [-1.870, 0.142, 2.352], [-0.057, 3.410, -3.634], [-0.842, 3.320, -2.408], [-1.971, 2.424, -2.657], [-1.596, 1.110, -3.158], [-0.792, 1.283, -4.357], [0.388, 2.131, -4.180], [1.355, 1.484, -3.275], [0.708, 1.128, -1.554], [-0.019, 2.820, -1.296], [-0.869, 0.344, -2.134], [0.819, 4.038, -3.447], [-0.679, 3.897, -4.395], [-2.617, 2.902, -3.404], [-2.535, 2.300, -1.730], [-1.421, 1.750, -5.124], [-0.471, 0.302, -4.713], [2.243, 2.120, -3.203], [1.678, 0.540, -3.723], [0.790, 3.533, -1.110], [-0.616, 2.795, -0.381], [-1.518, 0.183, -1.268], [-0.641, -0.654, -2.516], [0.871, 0.303, 3.019], [0.549, -0.345, 4.257], [0.548, -1.747, 4.358], [0.231, -2.382, 5.546], [-0.093, -1.651, 6.683], [-0.096, -0.263, 6.605], [0.216, 0.378, 5.421], [0.792, -2.328, 3.477], [0.233, -3.466, 5.582], [-0.341, -2.154, 7.610], [-0.352, 0.328, 7.480], [0.206, 1.461, 5.371], [0.764, 2.568, 2.044], [0.773, 1.490, 2.560]], "lowdin_spin": [3.755, 0.003, 0.004, 0.029, 0.021, 0.004, -0.013, 0.013, 0.003, 0.007, -0.001, 0.007, 0.005, -0.004, 0.000, 0.000, 0.000, -0.001, 0.000, 0.000, 0.001, 0.000, 0.000, 0.001, 0.000, 0.000, 0.000, 0.004, 0.010, 0.036, 0.002, 0.001, 0.000, 0.000, 0.000, 0.000, 0.000, 0.000, 0.000, 0.000, 0.000, 0.000, 0.001, 0.000, 0.023, 0.004, 0.009, 0.001, 0.002, 0.000, 0.000, 0.007, 0.000, 0.000, 0.000, 0.000, 0.034, 0.029]}

(2)
{"formula": "C2H6O3S2", "method": "ωB97M-V/def2-TZVPD", "homo_lumo_gap_ev": 9.811, "total_energy_ha": -1101.76481, "homo_ev": -9.864, "elements": ["C", "C", "O", "O", "O", "S", "S", "H", "H", "H", "H", "H", "H"], "positions_angstrom": [[-1.760, 0.540, -0.362], [-0.633, -0.001, 0.577], [1.766, -0.748, 0.890], [-0.013, -2.239, -0.342], [1.640, 1.468, -0.454], [2.565, 0.627, 0.266], [0.593, -0.948, -0.386], [-1.315, 1.529, -0.677], [-1.802, -0.356, -1.077], [-2.747, 0.512, 0.074], [-1.222, -0.722, 1.225], [-0.139, 0.691, 1.153], [3.066, -0.352, -0.887]], "mulliken_charge": [-0.916, -0.567, -0.309, -0.557, -0.450, 0.411, 0.578, 0.269, 0.255, 0.325, 0.344, 0.467, 0.149]}

(3)
{"formula": "C23H45N4O2P3Tc", "method": "ωB97M-V/def2-TZVPD", "s2": 3.7730, "homo_lumo_gap_ev": [8.434, 4.980], "multiplicity": 4, "total_energy_ha": -2376.18578, "homo_ev": [-19.360, -19.678], "total_charge": 4, "elements": ["P", "C", "H", "H", "H", "C", "H", "H", "H", "C", "H", "H", "H", "P", "C", "H", "H", "H", "C", "H", "H", "H", "C", "H", "H", "H", "P", "C", "H", "H", "H", "C", "H", "H", "H", "C", "H", "H", "H", "Tc", "C", "O", "C", "O", "C", "C", "C", "C", "C", "C", "H", "H", "H", "H", "H", "H", "C", "N", "C", "N", "C", "N", "C", "N", "C", "C", "H", "H", "H", "H", "H", "H", "H", "H", "H", "H", "H", "H"], "positions_angstrom": [[3.308, -1.249, -0.423], [4.080, -1.327, 1.234], [4.818, -2.136, 1.271], [3.299, -1.496, 1.994], [4.569, -0.374, 1.459], [4.210, -2.591, -1.278], [4.065, -2.480, -2.358], [3.776, -3.547, -0.966], [5.276, -2.564, -1.033], [4.195, 0.212, -1.097], [5.123, -0.096, -1.601], [4.422, 0.911, -0.281], [3.544, 0.724, -1.817], [-1.266, 3.593, -1.786], [-1.229, 4.265, -0.099], [-1.403, 5.349, -0.103], [-0.251, 4.059, 0.354], [-2.006, 3.774, 0.499], [-0.126, 4.665, -2.721], [-0.163, 4.418, -3.787], [0.894, 4.485, -2.357], [-0.379, 5.723, -2.577], [-2.934, 3.999, -2.397], [-3.066, 5.082, -2.505], [-3.667, 3.609, -1.682], [-3.097, 3.513, -3.365], [-2.206, -1.900, -0.728], [-2.922, -2.103, 0.937], [-3.028, -3.172, 1.166], [-3.903, -1.609, 0.964], [-2.257, -1.624, 1.682], [-3.733, -2.071, -1.743], [-4.326, -2.931, -1.409], [-3.481, -2.181, -2.802], [-4.315, -1.146, -1.624], [-1.345, -3.484, -1.035], [-2.048, -4.318, -0.929], [-0.516, -3.584, -0.322], [-0.928, -3.459, -2.049], [-0.766, 1.013, -2.238], [0.548, 1.363, -0.828], [1.262, 1.603, 0.072], [-2.305, 0.985, -0.948], [-3.178, 1.039, -0.165], [-1.740, 0.529, -4.088], [-1.186, -0.632, -3.544], [0.167, -0.677, -3.197], [0.972, 0.450, -3.407], [0.424, 1.616, -3.936], [-0.938, 1.662, -4.264], [-2.808, 0.571, -4.274], [-1.825, -1.487, -3.356], [0.573, -1.557, -2.697], [2.017, 0.429, -3.121], [1.048, 2.494, -4.038], [-1.378, 2.575, -4.640], [-0.713, 0.368, 3.375], [-0.807, -1.026, 2.891], [-0.933, -1.915, 4.084], [0.209, -1.776, 4.995], [0.283, -0.366, 5.435], [0.433, 0.555, 4.285], [1.672, 0.196, 3.567], [1.636, -1.207, 3.075], [0.462, -1.353, 2.202], [1.447, -2.099, 4.252], [-1.633, 0.617, 3.917], [-0.591, 1.035, 2.511], [-1.002, -2.958, 3.746], [-1.849, -1.633, 4.618], [1.152, -0.248, 6.097], [-0.643, -0.112, 5.967], [1.795, 0.867, 2.705], [2.523, 0.308, 4.255], [0.416, -2.388, 1.833], [0.580, -0.671, 1.350], [2.304, -1.973, 4.926], [1.387, -3.135, 3.896]], "lowdin_spin": [0.605, 0.092, 0.013, 0.009, 0.007, 0.092, -0.001, 0.001, 0.022, 0.090, 0.017, 0.002, 0.005, 0.009, 0.004, 0.001, 0.000, 0.000, -0.001, 0.000, 0.000, 0.000, 0.001, 0.000, 0.000, 0.000, 0.379, 0.063, 0.013, 0.000, 0.003, 0.041, 0.011, 0.000, 0.000, 0.060, 0.013, 0.000, 0.001, 0.319, 0.015, 0.012, 0.024, -0.022, 0.010, 0.020, 0.032, 0.017, 0.001, -0.001, 0.000, 0.000, 0.004, 0.001, 0.000, 0.000, 0.022, 0.055, 0.031, 0.496, 0.016, 0.246, 0.020, 0.051, 0.009, 0.030, 0.000, 0.008, 0.006, 0.001, 0.001, 0.001, 0.008, 0.000, 0.002, 0.011, 0.001, 0.005]}

(4)
{"formula": "C5H13N2O", "method": "ωB97M-V/def2-TZVPD", "homo_lumo_gap_ev": 11.183, "total_energy_ha": -382.84289, "homo_ev": -14.591, "total_charge": 1, "elements": ["N", "C", "C", "C", "C", "C", "N", "O", "H", "H", "H", "H", "H", "H", "H", "H", "H", "H", "H", "H", "H"], "positions_angstrom": [[0.172, 1.574, -0.939], [0.509, 0.500, 0.025], [-0.140, -0.833, -0.348], [0.316, -1.491, -1.650], [-0.399, -2.806, -1.857], [-0.054, 1.008, 1.371], [0.266, 0.304, 2.470], [-0.624, 2.079, 1.395], [-0.813, 1.505, -1.223], [0.360, 2.503, -0.530], [0.754, 1.454, -1.779], [1.563, 0.285, 0.192], [-1.233, -0.778, -0.334], [0.087, -1.517, 0.473], [0.097, -0.845, -2.512], [1.404, -1.581, -1.716], [-0.248, -3.278, -2.834], [-1.490, -2.761, -1.813], [-0.109, -3.625, -1.195], [-0.142, 0.573, 3.360], [0.694, -0.612, 2.501]], "mulliken_charge": [-0.220, -0.168, -0.857, -0.285, -1.409, 0.451, -0.354, -0.614, 0.370, 0.373, 0.382, 0.376, 0.384, 0.348, 0.288, 0.346, 0.387, 0.354, 0.354, 0.281, 0.213]}

(5)
{"formula": "C4H11NS2", "method": "ωB97M-V/def2-TZVPD", "homo_lumo_gap_ev": 7.376, "total_energy_ha": -1009.98918, "homo_ev": -7.998, "elements": ["S", "S", "C", "C", "C", "N", "C", "H", "H", "H", "H", "H", "H", "H", "H", "H", "H", "H"], "positions_angstrom": [[-2.395, -1.737, -2.508], [-1.530, -1.685, -0.519], [-1.631, -0.682, 1.103], [-0.242, -0.611, 1.729], [0.867, -0.257, 0.573], [0.821, 1.139, -0.026], [1.579, 1.936, -1.195], [-1.401, -2.449, -3.015], [-2.270, -1.225, 1.687], [-1.923, 0.330, 1.006], [0.135, -1.592, 2.120], [-0.066, 0.271, 2.473], [1.919, -0.394, 1.005], [0.963, -0.955, -0.286], [-0.152, 1.453, -0.095], [2.685, 1.665, -1.100], [1.683, 2.955, -0.819], [0.958, 1.837, -2.133]], "mulliken_charge": [-0.203, -0.148, -0.677, -0.537, -0.574, -0.330, -0.795, 0.147, 0.424, 0.409, 0.296, 0.279, 0.318, 0.381, 0.165, 0.306, 0.290, 0.250]}

(6)
{"formula": "C3H7N3O", "method": "ωB97M-V/def2-TZVPD", "homo_lumo_gap_ev": 10.440, "total_energy_ha": -357.94572, "homo_ev": -9.960, "elements": ["C", "C", "N", "C", "O", "N", "N", "H", "H", "H", "H", "H", "H", "H"], "positions_angstrom": [[0.223, -1.201, 1.306], [-0.101, 0.583, -0.642], [1.322, 0.460, -0.829], [-0.631, -0.214, 0.530], [-0.493, 1.940, -0.810], [-0.884, -0.312, -1.458], [-1.440, -0.893, -0.482], [-1.402, 1.838, -1.145], [1.543, 0.524, -1.820], [1.797, 1.255, -0.407], [-1.255, 0.382, 1.209], [0.763, -1.889, 0.647], [0.958, -0.671, 1.922], [-0.400, -1.801, 1.978]], "mulliken_charge": [-1.265, 1.099, -0.642, -0.138, -0.528, -0.439, -0.284, 0.370, 0.264, 0.247, 0.354, 0.318, 0.270, 0.375]}

> Which formula does entry 5 have?

C4H11NS2